# 1
C3H5CaLiO4 | the ωB97M-V functional and the def2-TZVPD basis

Last column: Mulliken spin population.
Element x y z (Å)
1 O -0.892 -0.458 0.371  0.000
2 C -1.569 0.740 0.139  -0.001
3 C -1.243 -1.228 1.341  -0.006
4 O -1.064 1.462 -0.748  0.000
5 O -2.575 1.042 0.776  0.000
6 C -0.674 -2.539 1.470  0.013
7 Ca -2.824 2.913 -0.444  0.000
8 H -2.144 -0.938 1.898  0.000
9 H -0.617 -2.763 2.562  0.000
10 H 0.401 -2.294 1.214  -0.006
11 H -1.463 -3.272 1.206  0.001
12 Li 0.536 1.422 -1.809  0.000
13 O -0.045 -3.463 -1.208  1.018
14 H 0.071 -4.432 -1.243  -0.019

Cartesian forces, eV/Å:
O 0.8 0.3 -0.1
C -0.5 -0.2 1.0
C -2.5 -1.4 0.1
O 0.8 0.3 -0.9
O 0.1 -0.4 0.0
C 2.1 2.6 2.0
Ca -0.9 0.9 0.1
H 0.3 0.3 0.1
H -0.3 0.2 -0.1
H -1.0 -2.1 -0.9
H 0.7 -0.2 -0.9
Li 0.5 -0.2 -0.3
O -0.1 0.1 0.1
H 0.1 -0.1 -0.2

## Properties
Lowest unoccupied orbital energy (spin up / spin down), eV: -12.693 / -12.695
ΔE to the lowest compared entry with this formula, charge and spin, eV: 0.000
Spin multiplicity: 2
Kohn-Sham gap (spin up / spin down), eV: 8.213 / 7.333
HOMO level (spin up / spin down), eV: -20.91 / -20.03
E_tot, eV: -29994.6530
Net charge: +3



# 2
C57H59N6O4 | the ωB97M-V functional and the def2-TZVPD basis

Last column: Mulliken charge in e.
Element x y z (Å)
1 C -4.610 7.722 -0.673  -0.976
2 N -4.434 6.289 -0.637  0.220
3 C -5.501 5.467 -0.437  0.071
4 O -6.641 5.837 -0.187  -0.669
5 C -4.995 4.033 -0.563  -0.165
6 C -5.692 3.324 -1.730  -0.465
7 C -7.200 3.269 -1.599  0.591
8 C -8.013 3.611 -2.685  -0.490
9 C -9.406 3.672 -2.536  -0.594
10 C -9.995 3.331 -1.312  -0.434
11 C -9.187 2.929 -0.242  -0.691
12 C -7.794 2.885 -0.389  -0.097
13 N -3.538 4.202 -0.690  0.613
14 C -2.699 3.129 -0.618  -0.246
15 C -1.324 3.154 -0.895  0.138
16 C -0.288 2.215 -0.642  -0.219
17 C 1.086 2.643 -0.743  0.565
18 C 2.111 2.138 0.116  0.051
19 C 3.441 2.475 -0.067  -0.280
20 C 3.798 3.457 -1.015  -0.415
21 N 5.133 3.931 -1.091  0.953
22 O 5.393 4.881 -1.866  -0.569
23 O 6.006 3.370 -0.379  -0.567
24 C 2.800 4.047 -1.810  -0.773
25 C 1.481 3.656 -1.675  -0.687
26 C -3.172 5.620 -0.940  0.182
27 C -2.822 5.875 -2.420  -1.424
28 C -2.065 6.147 -0.025  -1.674
29 H -5.658 7.954 -0.486  0.369
30 H -3.989 8.197 0.090  0.298
31 H -4.326 8.123 -1.649  0.334
32 H -5.207 3.514 0.381  0.561
33 H -5.419 3.844 -2.663  0.272
34 H -5.292 2.301 -1.791  0.290
35 H -7.552 3.877 -3.638  0.338
36 H -10.032 3.999 -3.367  0.376
37 H -11.082 3.386 -1.189  0.366
38 H -9.634 2.663 0.720  0.370
39 H -7.170 2.585 0.454  0.320
40 H -3.171 2.185 -0.324  0.672
41 H -0.994 4.074 -1.375  -0.318
42 H -0.500 1.194 -0.338  0.876
43 H 1.844 1.469 0.929  -0.147
44 H 4.228 2.015 0.528  0.581
45 H 3.102 4.814 -2.523  0.501
46 H 0.730 4.120 -2.319  0.468
47 H -3.719 5.775 -3.052  0.391
48 H -2.428 6.897 -2.521  0.499
49 H -2.062 5.173 -2.780  0.221
50 H -2.424 6.158 1.010  0.412
51 H -1.167 5.533 -0.083  0.422
52 H -1.810 7.169 -0.327  0.455
53 C -3.155 -3.192 3.216  -1.601
54 C -1.705 -3.075 2.836  0.539
55 C -1.105 -1.820 2.689  -1.262
56 C 0.270 -1.702 2.438  1.154
57 C 1.008 -0.413 2.569  -1.069
58 C 0.969 -2.865 2.134  0.152
59 N 2.290 -2.740 1.588  1.186
60 C 3.472 -2.831 2.296  0.748
61 C 3.581 -2.544 3.721  0.653
62 C 4.685 -1.728 4.056  -0.892
63 C 4.717 -1.083 5.287  -0.748
64 C 3.718 -1.342 6.236  -0.484
65 C 2.720 -2.287 5.970  -0.842
66 C 2.653 -2.907 4.724  0.299
67 N 4.477 -3.051 1.489  -1.161
68 N 3.947 -3.056 0.181  1.450
69 C 4.774 -3.844 -0.727  -0.138
70 C 5.110 -5.171 -0.370  1.221
71 C 4.632 -5.809 0.883  -1.074
72 C 5.984 -5.909 -1.173  -1.187
73 C 6.603 -5.355 -2.294  0.641
74 C 7.560 -6.157 -3.140  -1.488
75 C 6.330 -4.012 -2.582  -0.765
76 C 5.460 -3.236 -1.808  0.923
77 C 5.348 -1.776 -2.122  -1.713
78 C 2.597 -2.810 0.253  -0.532
79 C 1.606 -2.016 -0.565  -0.190
80 O 1.575 -0.756 -0.479  -0.651
81 C 0.485 -2.673 -1.226  0.798
82 C 0.288 -4.116 -1.055  -1.588
83 C -0.562 -1.811 -1.741  0.950
84 C -0.277 -0.599 -2.432  -0.107
85 C -1.298 0.277 -2.779  -0.816
86 C -2.642 -0.104 -2.628  -0.579
87 C -2.943 -1.317 -1.987  -0.932
88 C -1.927 -2.133 -1.510  -0.797
89 C 0.423 -4.142 2.295  0.217
90 C 1.260 -5.383 2.142  -1.297
91 C -0.930 -4.223 2.654  -0.817
92 H -3.458 -4.246 3.265  0.390
93 H -3.348 -2.731 4.195  0.329
94 H -3.797 -2.676 2.491  0.342
95 H -1.694 -0.908 2.806  0.482
96 H 1.690 -0.286 1.726  -0.226
97 H 0.312 0.433 2.567  0.485
98 H 1.593 -0.380 3.502  0.200
99 H 5.465 -1.573 3.308  0.423
100 H 5.520 -0.382 5.514  0.416
101 H 3.746 -0.839 7.204  0.408
102 H 1.992 -2.532 6.745  0.414
103 H 1.893 -3.664 4.526  0.329
104 H 5.051 -6.817 0.942  0.477
105 H 4.994 -5.255 1.752  0.268
106 H 3.546 -5.927 0.969  -0.055
107 H 6.203 -6.940 -0.885  0.307
108 H 7.335 -6.066 -4.211  0.370
109 H 8.599 -5.823 -3.000  0.309
110 H 7.518 -7.220 -2.874  0.362
111 H 6.848 -3.544 -3.421  0.458
112 H 6.367 -1.372 -2.228  0.408
113 H 4.829 -1.581 -3.074  0.329
114 H 4.832 -1.219 -1.336  0.255
115 H -0.271 -4.540 -1.905  0.583
116 H 1.250 -4.639 -0.994  0.185
117 H -0.242 -4.339 -0.113  -0.020
118 H 0.756 -0.337 -2.695  0.403
119 H -1.085 1.287 -3.130  0.670
120 H -3.458 0.533 -2.977  0.593
121 H -3.979 -1.614 -1.826  0.416
122 H -2.186 -3.032 -0.949  0.344
123 H 0.671 -6.261 2.445  0.588
124 H 1.573 -5.562 1.100  0.058
125 H 2.158 -5.350 2.784  0.272
126 H -1.363 -5.216 2.805  0.353

Cartesian forces, eV/Å:
C 0.4 0.4 -0.1
N -0.4 -0.5 0.2
C -0.7 0.7 0.5
O 1.3 -0.7 -0.4
C -0.7 0.1 0.8
C 0.4 -0.3 -0.4
C -0.4 -0.1 0.2
C -0.2 0.2 0.4
C 0.1 -0.2 0.2
C 0.2 0.1 -0.1
C 0.3 0.0 -0.2
C -0.5 0.2 -0.3
N 1.4 -2.2 -0.1
C -1.5 0.9 -0.1
C 2.0 -0.3 -0.3
C -2.5 1.5 0.1
C 1.9 0.9 -0.3
C -0.9 -0.3 -0.7
C 0.6 0.8 -0.3
C -2.6 -0.8 0.5
N 3.9 0.9 -0.3
O -0.8 -1.9 1.6
O -2.1 1.1 -1.5
C 0.6 0.1 0.1
C -0.4 -0.7 0.3
C 0.0 0.8 -0.7
C 0.0 -0.1 -0.1
C -0.2 -0.2 0.3
H 0.1 -0.2 0.0
H -0.1 0.1 0.0
H -0.1 0.0 0.0
H 0.1 0.1 -0.2
H -0.1 -0.2 0.2
H 0.0 0.2 -0.1
H -0.1 0.0 0.2
H 0.2 -0.2 0.2
H 0.5 0.0 -0.1
H 0.1 0.1 -0.4
H -0.2 0.1 -0.1
H 0.0 0.3 -0.1
H 0.0 -0.2 0.5
H 0.0 0.1 0.4
H 0.1 0.0 -0.4
H -0.3 0.2 0.0
H -0.2 -0.2 0.2
H 0.4 -0.2 0.1
H 0.3 0.0 0.2
H -0.1 -0.4 0.0
H -0.1 0.2 0.0
H 0.1 0.0 -0.1
H 0.0 0.2 0.1
H -0.1 -0.3 0.1
C -0.2 0.0 0.0
C 0.1 0.0 -0.2
C 0.6 -0.1 0.2
C -0.7 -0.3 0.1
C 0.0 0.6 -0.2
C -0.6 0.2 -0.1
N 1.5 -0.6 -0.2
C 0.1 -0.7 -0.9
C 0.7 0.2 1.1
C -0.6 0.1 0.0
C -0.1 -0.3 0.3
C 0.1 -0.1 -0.2
C 0.3 0.1 0.0
C 0.2 0.3 -0.5
N -0.8 0.4 -0.5
N -0.9 -0.4 1.9
C 1.3 0.1 -1.2
C -0.3 0.4 -0.3
C -0.1 -0.7 0.6
C 0.0 0.3 -0.1
C -0.3 0.4 0.0
C 0.1 -0.2 0.0
C 0.0 -0.4 0.2
C -0.5 -0.4 0.3
C 0.1 0.5 -0.2
C 0.9 0.7 1.2
C -4.9 -1.2 -3.7
O 2.2 0.2 1.2
C 3.3 1.4 1.5
C -0.4 -1.0 -0.1
C -0.7 0.3 -0.2
C 0.1 -0.1 0.2
C -0.7 -0.3 -0.1
C 0.0 -0.1 0.5
C 0.0 0.4 -0.2
C 0.7 0.1 -0.3
C -0.2 0.2 -0.1
C -0.1 -0.4 0.0
C 0.4 0.1 0.2
H 0.0 0.3 0.0
H 0.1 -0.1 -0.2
H 0.1 -0.1 0.1
H 0.1 -0.2 0.2
H 0.0 -0.1 0.1
H 0.1 -0.1 0.1
H -0.2 -0.1 -0.2
H -0.3 0.1 0.2
H -0.2 -0.2 0.0
H 0.0 -0.1 -0.3
H 0.2 0.0 -0.3
H 0.1 0.4 0.0
H -0.1 0.1 0.0
H -0.1 -0.2 -0.1
H 0.2 0.3 -0.2
H -0.1 0.3 -0.1
H 0.0 0.0 0.3
H -0.3 0.0 0.0
H 0.0 0.3 -0.1
H -0.2 0.0 0.2
H -0.4 0.0 0.1
H 0.1 -0.2 0.3
H 0.0 -0.1 -0.1
H 0.2 -0.1 0.4
H 0.0 0.0 -0.1
H -0.1 -0.2 -0.4
H -0.5 -0.2 0.4
H 0.1 -0.4 -0.4
H 0.3 -0.1 0.1
H 0.2 0.1 -0.1
H 0.1 0.2 -0.2
H 0.2 0.3 -0.1
H -0.1 0.2 0.4
H -0.3 0.0 -0.3
H 0.1 0.4 0.0

## Properties
Lowest unoccupied orbital energy, eV: -4.803
ΔE to the lowest compared entry with this formula, charge and spin, eV: 1.369
Kohn-Sham gap, eV: 3.525
HOMO level, eV: -8.33
E_tot, eV: -77186.3601
Net charge: +1



# 3
C6H5N3 | the ωB97M-V functional and the def2-TZVPD basis

Last column: Mulliken charge in e.
Element x y z (Å)
1 N 1.501 2.619 1.753  -0.415
2 C 1.401 1.697 1.087  0.391
3 C 1.355 0.639 0.145  -0.837
4 C 1.114 0.808 -1.127  0.618
5 N 0.846 1.155 -2.239  -0.424
6 H 1.818 -0.313 0.558  0.317
7 H 0.066 0.938 -2.855  0.362
8 C -0.993 -2.000 0.821  -0.617
9 C -1.283 -0.706 0.723  -0.261
10 C -1.602 -0.087 -0.541  0.423
11 N -1.780 0.510 -1.505  -0.503
12 H -0.464 -2.429 1.638  0.297
13 H -1.009 -2.766 0.048  0.259
14 H -0.971 -0.064 1.494  0.391

Cartesian forces, eV/Å:
N 0.0 0.8 1.0
C -0.3 -0.3 -1.3
C 1.8 -2.0 2.2
C -1.1 1.1 -1.3
N 1.1 -0.6 -0.5
H -0.7 1.1 -1.0
H -0.1 0.2 0.8
C 0.4 -0.5 -0.8
C 0.5 -1.4 -1.3
C -0.4 0.1 0.6
N -0.3 -0.2 -0.1
H -0.1 0.2 1.2
H -0.7 0.6 -0.4
H -0.1 0.9 0.9

## Properties
Lowest unoccupied orbital energy, eV: -0.025
ΔE to the lowest compared entry with this formula, charge and spin, eV: 3.386
Kohn-Sham gap, eV: 9.285
HOMO level, eV: -9.31
E_tot, eV: -10769.8406
SMILES: N#CC=C=N.C=CC#N